1.
{
  "formula": "C18H20N2O3S",
  "method": "ωB97M-V/def2-TZVPD",
  "symbols": ["C", "C", "O", "N", "C", "C", "C", "C", "C", "C", "S", "O", "O", "N", "C", "C", "C", "C", "C", "C", "C", "C", "C", "C", "H", "H", "H", "H", "H", "H", "H", "H", "H", "H", "H", "H", "H", "H", "H", "H", "H", "H", "H", "H"],
  "coordinates": [[-4.119, -2.307, 0.160], [-4.156, -0.832, -0.160], [-5.201, -0.260, -0.386], [-2.973, -0.133, -0.133], [-3.050, 1.317, -0.032], [-2.568, 1.726, 1.355], [-1.096, 1.350, 1.497], [-0.767, 0.038, 0.840], [0.512, -0.480, 0.985], [0.881, -1.634, 0.328], [2.568, -2.179, 0.456], [2.698, -3.542, 0.038], [3.088, -1.813, 1.745], [3.302, -1.242, -0.757], [3.184, 0.154, -0.517], [3.977, 0.782, 0.436], [3.799, 2.123, 0.720], [2.825, 2.844, 0.050], [2.052, 2.224, -0.914], [2.216, 0.877, -1.217], [1.390, 0.245, -2.295], [-0.004, -2.303, -0.494], [-1.287, -1.813, -0.635], [-1.689, -0.656, 0.041], [-5.044, -2.545, 0.682], [-3.266, -2.578, 0.775], [-4.108, -2.890, -0.758], [-4.090, 1.601, -0.199], [-2.422, 1.767, -0.807], [-2.704, 2.797, 1.504], [-3.168, 1.200, 2.100], [-0.811, 1.310, 2.550], [-0.471, 2.117, 1.028], [1.234, 0.014, 1.617], [4.263, -1.551, -0.831], [4.717, 0.202, 0.966], [4.415, 2.603, 1.466], [2.675, 3.891, 0.271], [1.306, 2.791, -1.453], [1.494, 0.812, -3.219], [1.712, -0.777, -2.466], [0.336, 0.241, -2.021], [0.328, -3.187, -1.013], [-1.975, -2.303, -1.303]],
  "lowdin_charge": [0.01, -0.47, 0.06, 0.00, -0.12, -0.15, -0.13, -0.13, -0.01, -0.28, 0.68, -0.29, -0.28, -0.06, -0.29, -0.03, -0.08, -0.08, -0.05, -0.23, -0.02, -0.04, -0.01, -0.16, 0.09, 0.08, 0.09, 0.12, 0.14, 0.11, 0.12, 0.12, 0.12, 0.13, 0.12, 0.12, 0.10, 0.10, 0.12, 0.09, 0.07, 0.08, 0.12, 0.12],
  "fmax_ha_per_bohr": 0.0177,
  "charge": 0,
  "de_lowest_kcal_mol": 23.43,
  "homo_ev": -8.94,
  "smiles": "CC(=O)N1CCCc2cc(S(=O)(=O)Nc3ccccc3C)ccc21",
  "lumo_energy_ev": 0.5
}



2.
{
  "formula": "C22H30GaNO2",
  "method": "ωB97M-V/def2-TZVPD",
  "symbols": ["C", "C", "Ga", "C", "C", "C", "C", "C", "C", "C", "C", "C", "O", "O", "C", "C", "C", "C", "C", "N", "H", "H", "H", "H", "H", "H", "H", "H", "H", "H", "H", "H", "H", "H", "H", "H", "C", "C", "C", "C", "C", "C", "H", "H", "H", "H", "H", "H", "H", "H", "H", "H", "H", "H", "H", "H"],
  "coordinates": [[0.219, -0.283, 3.454], [-0.741, 0.616, 3.149], [-0.716, 1.693, 1.406], [0.586, 3.278, 1.607], [2.010, 2.932, 1.317], [2.912, 2.803, 2.378], [4.253, 2.511, 2.177], [4.721, 2.353, 0.884], [3.834, 2.456, -0.176], [2.486, 2.744, 0.007], [1.584, 2.857, -1.195], [-0.234, 0.444, -0.161], [-1.001, 0.464, -1.166], [0.793, -0.299, -0.079], [-2.586, 2.582, 1.177], [-2.853, 3.764, 1.900], [-4.046, 4.460, 1.804], [-5.014, 3.938, 0.950], [-4.707, 2.753, 0.294], [-3.561, 2.084, 0.377], [0.757, -0.269, 4.412], [0.532, -1.051, 2.750], [-1.546, 0.814, 3.873], [0.539, 3.632, 2.645], [0.273, 4.130, 0.994], [2.529, 2.950, 3.383], [4.911, 2.439, 3.037], [5.767, 2.141, 0.687], [4.202, 2.327, -1.190], [1.650, 1.968, -1.820], [0.547, 3.008, -0.909], [1.882, 3.751, -1.762], [-2.070, 4.151, 2.548], [-4.225, 5.368, 2.373], [-5.970, 4.429, 0.802], [-5.470, 2.321, -0.355], [-1.888, -2.657, -2.399], [-0.750, -3.006, -1.448], [0.558, -3.351, -2.148], [0.507, -4.589, -3.051], [0.075, -5.878, -2.353], [1.023, -6.310, -1.238], [-2.183, -3.487, -3.055], [-2.771, -2.372, -1.824], [-1.611, -1.804, -3.020], [-1.058, -3.829, -0.789], [-0.568, -2.138, -0.809], [1.338, -3.477, -1.393], [0.865, -2.491, -2.749], [1.500, -4.744, -3.492], [-0.169, -4.402, -3.891], [0.022, -6.680, -3.100], [-0.935, -5.766, -1.952], [2.035, -6.459, -1.625], [0.694, -7.251, -0.790], [1.069, -5.564, -0.445]],
  "lowdin_charge": [-0.16, -0.23, 0.51, -0.19, -0.26, -0.07, -0.13, -0.14, -0.07, -0.23, -0.05, -0.75, -0.17, -0.17, -0.23, -0.13, -0.13, -0.13, -0.21, 0.05, 0.01, 0.02, 0.00, 0.04, 0.05, 0.10, 0.08, 0.08, 0.10, 0.08, 0.05, 0.07, 0.08, 0.08, 0.07, 0.08, -0.12, -0.26, -0.22, -0.24, -0.29, -0.12, 0.05, 0.07, 0.07, 0.10, 0.08, 0.10, 0.11, 0.10, 0.09, 0.09, 0.09, 0.07, 0.06, 0.07],
  "fmax_ha_per_bohr": 0.0345,
  "charge": -2,
  "homo_ev": 0.50,
  "lumo_energy_ev": 4.9
}



3.
{
  "formula": "C6H12ClIO2PYb",
  "method": "ωB97M-V/def2-TZVPD",
  "symbols": ["C", "I", "H", "H", "H", "Yb", "P", "C", "C", "H", "H", "H", "C", "H", "H", "H", "H", "H", "H", "C", "O", "Cl", "O", "C"],
  "coordinates": [[-0.055, -3.994, -0.878], [1.675, -2.503, -0.772], [-1.078, -3.694, -0.499], [0.255, -4.928, -0.365], [-0.134, -4.247, -1.963], [-0.671, -1.598, 0.768], [-0.076, 1.367, -0.056], [1.399, 1.820, -1.044], [-1.218, 0.736, -1.344], [-1.613, 2.902, 1.021], [-0.974, 3.666, -0.469], [0.041, 3.542, 0.998], [-0.720, 3.024, 0.387], [-2.181, 0.470, -0.869], [-1.422, 1.480, -2.118], [1.172, 2.469, -1.891], [1.880, 0.900, -1.395], [-0.813, -0.174, -1.820], [2.100, 2.329, -0.370], [1.434, -0.356, 1.660], [2.468, -0.109, 2.141], [-2.341, 0.082, 1.547], [0.655, -1.666, 4.197], [0.217, -1.518, 3.135]],
  "lowdin_spin": [0.00, 0.00, 0.00, 0.00, 0.00, 0.39, 0.30, 0.05, 0.03, 0.00, 0.01, 0.00, 0.04, 0.00, 0.01, 0.01, 0.00, 0.00, 0.00, 0.05, 0.00, 0.10, 0.00, 0.01],
  "fmax_ha_per_bohr": 0.1173,
  "charge": 2,
  "multiplicity": 2,
  "homo_ev": [-16.70, -16.24],
  "s2": 0.774,
  "lumo_energy_ev": [-8.4, -10.6]
}



4.
{
  "formula": "C23H30Br2CdNOPSbTe",
  "method": "ωB97M-V/def2-TZVPD",
  "symbols": ["Cd", "Br", "C", "C", "C", "Br", "C", "C", "C", "C", "N", "C", "C", "O", "H", "H", "H", "H", "C", "C", "Sb", "C", "C", "C", "C", "H", "H", "H", "H", "H", "H", "H", "H", "H", "H", "H", "H", "H", "H", "H", "C", "P", "C", "C", "C", "C", "C", "C", "C", "H", "H", "H", "H", "H", "H", "H", "H", "H", "H", "H", "Te"],
  "coordinates": [[-0.781, 0.074, -0.224], [0.532, -4.769, -1.853], [1.705, -3.337, -1.406], [3.042, -3.403, -1.777], [3.894, -2.378, -1.444], [5.724, -2.519, -1.980], [3.442, -1.251, -0.733], [4.233, -0.132, -0.394], [3.679, 0.907, 0.303], [2.328, 0.838, 0.673], [1.550, -0.167, 0.340], [2.075, -1.207, -0.345], [1.144, -2.263, -0.693], [-0.080, -2.167, -0.378], [3.403, -4.258, -2.331], [5.273, -0.112, -0.692], [4.264, 1.777, 0.569], [1.868, 1.632, 1.250], [2.601, 4.568, 2.229], [2.327, 4.254, 0.758], [0.362, 3.181, 0.539], [0.918, 2.697, -1.517], [1.365, 3.875, -2.373], [-0.678, 5.070, 0.199], [-1.560, 5.424, 1.392], [3.550, 5.097, 2.368], [2.639, 3.652, 2.825], [1.806, 5.195, 2.643], [3.126, 3.622, 0.356], [2.321, 5.182, 0.180], [0.086, 2.185, -2.000], [1.739, 1.974, -1.428], [0.571, 4.620, -2.456], [1.625, 3.549, -3.385], [2.244, 4.362, -1.949], [-1.289, 4.977, -0.699], [0.077, 5.843, 0.037], [-2.319, 4.652, 1.538], [-2.073, 6.378, 1.240], [-0.970, 5.502, 2.308], [-4.769, -1.730, 0.663], [-2.977, -1.978, 0.280], [-3.132, -2.034, -1.553], [-2.801, -3.760, 0.696], [-2.255, -4.038, 1.949], [-2.007, -5.342, 2.346], [-2.293, -6.393, 1.486], [-2.833, -6.128, 0.237], [-3.085, -4.821, -0.158], [-5.400, -2.440, 0.126], [-5.014, -0.708, 0.368], [-4.941, -1.833, 1.735], [-3.979, -2.646, -1.870], [-2.205, -2.432, -1.969], [-3.278, -1.011, -1.904], [-2.010, -3.210, 2.604], [-1.568, -5.540, 3.317], [-2.074, -7.412, 1.781], [-3.042, -6.942, -0.446], [-3.490, -4.640, -1.145], [-2.612, 1.910, -0.230]],
  "lowdin_charge": [0.99, 0.74, -0.60, -0.19, -0.63, 0.71, -0.20, -0.03, -0.05, -0.24, 0.03, -0.16, -0.47, -0.25, 0.09, 0.08, 0.10, -0.03, -0.23, -0.45, 1.12, -0.48, -0.19, -0.49, -0.24, 0.05, 0.05, 0.05, 0.02, 0.03, -0.02, 0.02, 0.06, 0.06, 0.05, 0.02, 0.03, 0.02, 0.06, 0.05, -0.30, 0.79, -0.33, -0.39, -0.11, -0.10, -0.11, -0.10, -0.10, 0.03, 0.01, 0.03, 0.03, 0.02, -0.01, 0.10, 0.10, 0.09, 0.10, 0.09, -0.30],
  "fmax_ha_per_bohr": 0.0328,
  "charge": -1,
  "de_lowest_kcal_mol": 25.42,
  "homo_ev": -3.47,
  "lumo_energy_ev": 2.1
}



5.
{
  "formula": "C17H16N4O5S",
  "method": "ωB97M-V/def2-TZVPD",
  "symbols": ["C", "C", "C", "C", "C", "C", "C", "O", "C", "C", "O", "N", "N", "C", "S", "N", "C", "O", "C", "C", "C", "C", "C", "C", "N", "O", "O", "H", "H", "H", "H", "H", "H", "H", "H", "H", "H", "H", "H", "H", "H", "H", "H"],
  "coordinates": [[-2.826, -1.299, 0.208], [-2.555, -1.213, -1.260], [-2.478, -2.337, -2.062], [-2.199, -2.236, -3.416], [-1.987, -0.994, -3.978], [-2.058, 0.149, -3.196], [-2.349, 0.045, -1.845], [-2.451, 1.115, -0.985], [-2.242, 2.404, -1.496], [-0.804, 2.660, -1.935], [-0.478, 3.464, -2.784], [0.094, 1.918, -1.249], [1.421, 2.011, -1.619], [2.514, 1.668, -0.945], [4.011, 2.100, -1.492], [2.479, 0.913, 0.229], [1.536, 0.113, 0.800], [0.454, -0.172, 0.331], [2.024, -0.525, 2.071], [2.870, -1.624, 2.032], [3.239, -2.259, 3.208], [2.765, -1.811, 4.433], [1.922, -0.717, 4.488], [1.561, -0.080, 3.309], [0.717, 1.086, 3.358], [0.136, 1.324, 4.389], [0.664, 1.766, 2.351], [-3.061, -2.318, 0.501], [-3.651, -0.644, 0.480], [-1.946, -0.964, 0.756], [-2.637, -3.309, -1.618], [-2.144, -3.126, -4.025], [-1.761, -0.901, -5.030], [-1.882, 1.109, -3.657], [-2.470, 3.085, -0.669], [-2.915, 2.638, -2.331], [-0.158, 1.144, -0.623], [1.537, 2.628, -2.425], [3.387, 0.935, 0.681], [3.227, -1.987, 1.081], [3.898, -3.112, 3.166], [3.055, -2.313, 5.342], [1.542, -0.338, 5.424]],
  "lowdin_charge": [-0.03, -0.20, -0.04, -0.09, -0.08, -0.01, -0.23, -0.05, -0.09, -0.47, 0.07, 0.12, 0.06, -0.83, 0.63, 0.11, -0.42, 0.09, -0.06, 0.00, -0.05, -0.05, 0.02, -0.09, -0.33, 0.11, 0.10, 0.08, 0.09, 0.07, 0.11, 0.10, 0.10, 0.11, 0.15, 0.14, 0.11, 0.14, 0.12, 0.13, 0.11, 0.11, 0.12],
  "fmax_ha_per_bohr": 0.0259,
  "charge": 0,
  "de_lowest_kcal_mol": 49.19,
  "homo_ev": -8.43,
  "smiles": "Cc1ccccc1OCC(=O)NNC(=S)NC(=O)c1ccccc1[N+](=O)[O-]",
  "lumo_energy_ev": -1.1
}



6.
{
  "formula": "C3H11N5",
  "method": "ωB97M-V/def2-TZVPD",
  "symbols": ["C", "N", "N", "C", "N", "N", "C", "N", "H", "H", "H", "H", "H", "H", "H", "H", "H", "H", "H"],
  "coordinates": [[1.559, -1.205, -0.808], [1.207, -0.001, -0.162], [2.222, 0.644, 0.603], [-0.083, 0.515, -0.156], [-0.322, 1.758, 0.096], [-1.165, -0.341, -0.220], [-1.294, -1.345, 0.910], [-2.427, 0.336, -0.448], [2.543, -1.208, -1.277], [0.802, -1.580, -1.478], [1.591, -1.985, -0.032], [2.421, 0.000, 1.381], [3.125, 0.759, 0.112], [0.489, 2.330, 0.148], [-2.297, -1.829, 0.879], [-1.196, -0.790, 1.858], [-0.523, -2.099, 0.876], [-2.282, 0.734, -1.366], [-2.372, 1.102, 0.149]],
  "lowdin_charge": [-0.09, -0.21, 0.06, -0.47, 0.13, -0.19, -0.03, 0.06, 0.08, 0.08, 0.07, 0.09, 0.09, 0.02, 0.09, 0.08, 0.05, 0.08, 0.02],
  "fmax_ha_per_bohr": 0.0659,
  "charge": 0,
  "de_lowest_kcal_mol": 59.04,
  "homo_ev": -8.54,
  "smiles": "CN(N)C(=N)N(C)N",
  "lumo_energy_ev": 0.7
}